52
Properties=species:S:1:pos:R:3 method="wB97M-V/def2-TZVPD" total_charge=+1 s2=1.0161 multiplicity=2 gap_ev="6.26 / 6.33"
Sb 1.61602 0.64742 -5.00941
Br -0.95455 -1.38332 1.35757
Se 2.10156 2.87219 -5.67534
Se 0.51879 0.25975 -2.90901
Se 3.44671 -0.78030 -5.81784
Se 1.02789 -0.81853 -6.84808
Cr -0.02593 -0.26976 -1.00772
S -1.91898 0.53037 -1.58335
Si 2.06822 1.89806 -0.15233
O 0.86459 0.74537 0.09087
N -4.09766 -0.35073 -0.32930
N -2.96156 1.42803 0.66293
N 0.66905 -2.08915 -0.78217
C -3.16807 0.59001 -0.33975
C -5.26683 1.09760 3.57636
C -4.37421 1.31926 4.61225
C 3.48851 0.90026 -0.87693
C 1.09741 -3.40439 1.16434
C 2.45245 2.64332 1.50583
C 1.41531 3.21376 -1.32449
C 2.03814 -4.14930 0.46175
C -2.61433 1.68111 3.01903
C -3.50800 1.42447 1.98657
C 2.25402 -3.89779 -0.88528
C 3.21758 -4.69722 -1.71211
C -3.04951 1.62676 4.33273
C -4.84281 1.15295 2.25521
C 0.42319 -2.40712 0.50069
C 1.54143 -2.85507 -1.45732
H 3.22551 0.42206 -1.82455
H 3.63058 -5.51889 -1.13216
H 1.42661 4.19045 -0.83406
H -1.58006 1.91532 2.79331
H 3.30493 3.31109 1.36119
H 1.62254 3.24368 1.88062
H 0.37589 3.02348 -1.61101
H 2.72268 1.90449 2.25999
H 1.69576 -2.56566 -2.49258
H 0.87686 -3.59239 2.20501
H 4.04107 -4.07395 -2.06213
H -6.30766 0.89488 3.78741
H -4.76185 -0.42259 0.42662
H 3.78524 0.10709 -0.18473
H 1.99428 3.30274 -2.24815
H -2.22950 2.11087 0.51021
H -5.57084 1.04245 1.46219
H -4.71169 1.27271 5.63808
H -2.34981 1.82852 5.13193
H -4.32772 -0.82618 -1.18813
H 4.36051 1.52798 -1.07176
H 2.59461 -4.92447 0.97212
H 2.72360 -5.10171 -2.59514